C22H26N2O5 | ωB97M-V/def2-TZVPD

Last column: natural (NBO) charge in e.
Atoms and positions in Å:
C: -2.44010 -2.22412 -0.29625  -0.250
O: -3.07211 -1.59238 0.80248  -0.556
C: -4.18698 -0.84283 0.45346  0.376
C: -5.44717 -1.37210 0.69270  -0.278
C: -6.58238 -0.64784 0.37466  -0.183
C: -6.46591 0.60211 -0.21016  -0.225
C: -5.21316 1.12968 -0.45865  -0.145
C: -4.06131 0.42978 -0.11496  -0.224
C: -2.74101 1.06807 -0.41725  0.673
O: -2.57030 1.74242 -1.41309  -0.605
N: -1.80003 0.83178 0.53906  -0.599
C: -0.44668 1.17068 0.53427  0.160
C: 0.13164 1.97568 -0.43785  -0.283
C: 1.49769 2.22078 -0.43068  0.046
C: 2.08657 3.13311 -1.46701  -0.657
C: 2.29430 1.63762 0.55691  0.217
O: 3.66432 1.85720 0.58488  -0.515
C: 4.43967 1.11583 -0.33902  -0.141
C: 4.43097 -0.38583 -0.02966  0.654
O: 5.19904 -0.83953 0.79972  -0.629
N: 3.54173 -1.18275 -0.66686  -0.433
C: 2.61500 -0.86123 -1.72920  -0.246
C: 1.21334 -1.37103 -1.36383  -0.080
O: 1.21238 -2.74560 -1.06017  -0.530
C: 2.09525 -3.01686 0.00691  -0.076
C: 3.52194 -2.60114 -0.34926  -0.261
C: 1.71511 0.88549 1.58637  -0.009
C: 2.55323 0.36895 2.71399  -0.641
C: 0.35012 0.65899 1.55779  -0.259
H: -2.16591 -1.50091 -1.07070  0.177
H: -1.53974 -2.69698 0.09068  0.205
H: -3.09359 -2.98432 -0.73545  0.180
H: -5.51963 -2.35440 1.13449  0.226
H: -7.55730 -1.06690 0.57329  0.218
H: -7.34958 1.16303 -0.47318  0.218
H: -5.09915 2.09934 -0.91940  0.234
H: -2.07288 0.20794 1.28920  0.418
H: -0.48525 2.41114 -1.20580  0.254
H: 1.40621 3.95990 -1.65708  0.228
H: 3.03878 3.53239 -1.12567  0.228
H: 2.24046 2.61228 -2.41365  0.213
H: 5.46319 1.46318 -0.17425  0.224
H: 4.15252 1.32468 -1.37571  0.172
H: 2.95011 -1.35971 -2.64889  0.194
H: 2.55730 0.20983 -1.90043  0.221
H: 0.84042 -0.79898 -0.50377  0.184
H: 0.53533 -1.24011 -2.20855  0.197
H: 1.77039 -2.47587 0.90833  0.168
H: 2.04075 -4.09160 0.18513  0.198
H: 3.86029 -3.17042 -1.22276  0.194
H: 4.20205 -2.77213 0.48538  0.255
H: 2.00968 -0.37323 3.29372  0.210
H: 2.82110 1.19565 3.37138  0.229
H: 3.48190 -0.06526 2.35361  0.246
H: -0.10643 0.06622 2.33894  0.209

Summary:
SMILES ... COc1ccccc1C(=O)Nc1cc(C)c(OCC(=O)N2CCOCC2)c(C)c1
Charge ... 0
Lowest unoccupied orbital energy ... 0.60 eV
Energy above the lowest of the compared OMol25 structures with the same formula, charge and spin ... 221.7 kJ/mol
HOMO-LUMO gap ... 8.901 eV
Energy ... -36453.8880 eV
HOMO ... -0.305 hartree

=====

C22H26N5O3SYb | ωB97M-V/def2-TZVPD

Last column: Löwdin spin population.
Atoms and positions in Å:
Yb: 2.54467 0.13533 -1.70394  1.003
N: 4.99097 0.77993 -1.65254  -0.001
C: 5.10897 2.25623 -1.49434  0.000
C: 3.95187 2.81133 -0.66204  0.000
N: 2.69297 2.67573 -1.44264  -0.001
H: 5.31657 0.34843 -0.77414  0.000
H: 5.68927 0.49543 -2.34704  0.000
H: 5.07097 2.71893 -2.48744  0.000
H: 6.06017 2.52713 -1.02654  0.000
H: 4.15767 3.86153 -0.42644  0.000
H: 3.84397 2.25333 0.28146  0.000
H: 2.78097 3.29443 -2.25914  0.000
H: 1.92567 3.07553 -0.89214  0.000
C: -3.96013 4.54573 3.82246  0.000
C: -4.11173 3.25743 3.08506  0.000
C: -5.27963 2.96503 2.38316  0.000
C: -5.41143 1.78393 1.68386  0.000
C: -4.36973 0.85673 1.66026  0.000
N: -4.60203 -0.34597 0.97016  0.000
C: -3.78813 -1.32197 0.53076  0.000
O: -4.15233 -2.43517 0.26396  0.000
N: -2.38633 -1.03207 0.37006  0.000
C: -1.78633 -0.09707 -0.40214  0.000
C: -2.38203 1.10583 -0.83034  0.000
C: -1.64153 1.96253 -1.61644  0.000
C: -0.34723 1.63703 -1.99774  0.000
N: 0.24927 0.49553 -1.59544  -0.002
C: -0.45723 -0.33217 -0.81034  0.000
C: -3.20733 1.11963 2.38316  0.000
C: -3.09393 2.30363 3.08766  0.000
H: -4.91053 5.06343 3.90546  0.000
H: -3.26923 5.19823 3.28666  0.000
H: -3.56823 4.37903 4.82386  0.000
H: -6.10273 3.66173 2.39186  0.000
H: -6.33203 1.55583 1.16866  0.000
H: -5.57263 -0.64547 0.96056  0.000
H: -1.86343 -1.89857 0.45936  0.000
H: -3.39443 1.35723 -0.56094  0.000
H: -2.07493 2.88833 -1.95734  0.000
H: 0.21077 2.28453 -2.66974  0.000
H: 0.03647 -1.25197 -0.48694  0.000
H: -2.42183 0.38203 2.45416  0.000
H: -2.20663 2.48643 3.67736  0.000
O: 2.65247 -7.16577 -2.67234  0.000
C: 2.36257 -6.80447 -1.42484  0.000
O: 2.03557 -7.60877 -0.60404  0.000
C: 2.44377 -5.33457 -1.06444  0.000
C: 2.75357 -4.29967 -1.94464  0.000
C: 2.82757 -2.99407 -1.48334  0.000
C: 2.60867 -2.69377 -0.13374  0.000
S: 2.82257 -1.04547 0.48726  0.000
C: 2.26467 -3.72817 0.73636  0.000
C: 2.19167 -5.02567 0.27356  0.000
H: 2.94047 -6.46157 -3.26354  0.000
H: 2.96247 -4.48487 -2.98934  0.000
H: 3.16117 -2.18007 -2.19524  0.000
H: 2.08327 -3.50157 1.77516  0.000
H: 1.95177 -5.83417 0.94916  0.000

Summary:
Charge ... +2
Lowest unoccupied orbital energy (spin up / spin down) ... -7.42 / -8.41 eV
Energy above the lowest of the compared OMol25 structures with the same formula, charge and spin ... 104.8 kJ/mol
Spin multiplicity ... 2
HOMO-LUMO gap (spin up / spin down) ... 5.296 / 4.307 eV
Energy ... -79181.7451 eV
<S²> ... 0.75
HOMO (spin up / spin down) ... -0.467 / -0.467 hartree

=====

C22H27BrCdN7O2S | ωB97M-V/def2-TZVPD

Last column: natural (NBO) charge in e.
Atoms and positions in Å:
Cd: 0.10382 -1.49156 -1.42424  1.616
O: -0.88243 3.90208 -1.58194  -0.712
C: -1.86623 3.22686 -2.26726  0.372
C: -3.11007 3.79915 -2.48438  -0.304
C: -4.07571 3.10549 -3.19823  -0.180
C: -3.79048 1.84714 -3.70134  -0.242
C: -2.54117 1.28924 -3.46530  -0.192
C: -1.56549 1.94593 -2.72949  -0.151
C: -0.19444 1.29947 -2.50463  0.256
O: -0.16564 0.00953 -2.92135  -1.005
N: 0.19756 1.41540 -1.05674  -0.444
N: -0.38989 0.51872 -0.25004  -0.307
C: -0.51892 0.72969 1.00054  -0.054
C: -1.04535 -0.28826 1.89958  -0.090
Br: -2.02051 -1.71636 1.07811  0.038
C: -0.91076 -0.31361 3.22625  -0.191
C: -0.04352 0.58937 4.00281  -0.098
C: -0.49059 1.07975 5.23011  -0.178
C: 0.31513 1.91346 5.98762  -0.198
C: 1.58588 2.24962 5.53952  -0.210
C: 2.05105 1.74282 4.33474  -0.153
C: 1.24327 0.91523 3.56965  -0.228
H: -1.17381 4.80150 -1.40045  0.493
H: -3.32031 4.79087 -2.09926  0.215
H: -5.04301 3.55884 -3.36822  0.224
H: -4.52809 1.31294 -4.28523  0.216
H: -2.26757 0.33763 -3.90458  0.202
H: 0.55844 1.92590 -3.00674  0.162
H: 0.19278 2.37155 -0.71344  0.386
H: -0.22242 1.67321 1.45658  0.208
H: -1.46260 -1.05949 3.78741  0.233
H: -1.47868 0.81296 5.58491  0.219
H: -0.04648 2.29739 6.93205  0.227
H: 2.21720 2.89451 6.13599  0.225
H: 3.04937 1.98402 3.99365  0.214
H: 1.62515 0.49211 2.64730  0.214
N: -2.08513 -2.12430 -2.47172  -0.690
N: -1.73635 -2.54426 -3.76010  -0.436
C: -0.55932 -3.16585 -3.99437  0.329
N: -0.29289 -3.42580 -5.27385  -0.757
S: 0.51000 -3.67223 -2.78280  -0.321
H: -2.84472 -2.69891 -2.12444  0.385
H: -2.35923 -1.14438 -2.50402  0.410
H: -2.16707 -2.04648 -4.52566  0.392
H: -0.93581 -3.21368 -6.01896  0.405
H: 0.57703 -3.87554 -5.49990  0.432
C: 2.59591 -2.67786 3.62493  -0.655
C: 2.56447 -2.26086 2.19583  0.206
C: 3.52721 -1.70116 1.38065  -0.343
C: 2.90261 -1.47618 0.14367  0.193
N: 1.63535 -1.87514 0.20117  -0.448
N: 1.45126 -2.35544 1.44781  -0.334
C: 3.46732 -0.90773 -1.11507  -0.658
H: 3.62384 -2.72316 3.97592  0.245
H: 2.14540 -3.66103 3.76183  0.235
H: 2.05606 -1.96112 4.24710  0.241
H: 4.54891 -1.48618 1.64246  0.243
H: 0.54138 -2.68480 1.72777  0.423
H: 4.36051 -0.32344 -0.90412  0.240
H: 2.74618 -0.25327 -1.60965  0.236
H: 3.74163 -1.70430 -1.80844  0.241

Summary:
Charge ... +1
Lowest unoccupied orbital energy ... -2.50 eV
Energy above the lowest of the compared OMol25 structures with the same formula, charge and spin ... 0.0 kJ/mol
HOMO-LUMO gap ... 8.175 eV
Energy ... -123214.5804 eV
HOMO ... -0.392 hartree

=====

C22H27BrCl3N2O2Pd | ωB97M-V/def2-TZVPD

Last column: natural (NBO) charge in e.
Atoms and positions in Å:
Pd: -0.60822 -0.62137 -0.05523  1.049
C: -1.26270 7.37457 -1.19373  -0.630
C: -2.36771 6.63635 -0.44328  -0.144
C: -2.43215 7.15123 1.03444  -0.577
C: -3.74747 6.93309 -1.11851  -0.577
C: -2.20349 5.17584 -0.38530  0.415
C: -1.07248 4.53562 -1.01296  -0.290
C: -0.93796 3.20477 -0.93781  -0.074
Br: 0.47094 2.29773 -1.72294  0.251
C: -1.94270 2.36533 -0.17949  0.540
O: -1.76163 1.16742 -0.06108  -0.546
C: -3.15234 3.03735 0.40813  0.183
C: -3.19705 4.38079 0.29600  -0.229
C: -4.23932 2.21271 1.06342  -0.138
C: -3.66772 1.39975 2.24038  -0.602
C: -5.36087 3.10798 1.59692  -0.618
C: -4.84376 1.27301 -0.00249  -0.600
H: -1.47837 8.44124 -1.16951  0.262
H: -1.21186 7.08422 -2.24442  0.229
H: -0.28454 7.23625 -0.73009  0.227
H: -2.56507 8.23116 0.97241  0.265
H: -1.50214 6.94859 1.56440  0.230
H: -3.26882 6.74023 1.59505  0.222
H: -3.84916 8.01798 -1.13615  0.264
H: -4.59182 6.52527 -0.56718  0.222
H: -3.77019 6.56773 -2.14454  0.232
H: -0.35117 5.13750 -1.54596  0.285
H: -4.03042 4.91120 0.72719  0.258
H: -3.20796 2.05237 2.98448  0.227
H: -2.94446 0.64727 1.92995  0.200
H: -4.49394 0.88246 2.72688  0.251
H: -5.00626 3.79586 2.36694  0.225
H: -6.12133 2.47747 2.05496  0.254
H: -5.85168 3.67468 0.80354  0.224
H: -4.10702 0.58476 -0.41564  0.191
H: -5.29471 1.83934 -0.81879  0.230
H: -5.63010 0.68221 0.46686  0.250
O: 0.93042 0.03630 1.09537  -0.719
C: 1.92621 -0.93610 1.49866  -0.099
C: 1.55378 -2.24028 0.86679  0.186
C: 2.34609 -3.35384 1.06322  -0.206
C: 1.99965 -4.55306 0.46433  -0.068
C: 0.85997 -4.60343 -0.32576  -0.213
C: 0.10516 -3.46525 -0.48495  0.072
N: 0.43996 -2.29885 0.10236  -0.408
H: 1.09228 0.91970 1.44448  0.542
H: 1.93172 -1.01343 2.58637  0.243
H: 2.90470 -0.60559 1.14827  0.241
H: 3.23010 -3.27524 1.68257  0.266
H: 2.61105 -5.43372 0.61004  0.271
H: 0.55163 -5.51549 -0.81638  0.273
H: -0.78422 -3.47226 -1.09136  0.229
Cl: -3.46657 -3.85871 -3.31365  0.149
C: -4.06508 -2.40020 -2.52935  -0.269
Cl: -4.53332 -1.17549 -3.70064  0.144
Cl: -5.35817 -2.75063 -1.39284  0.151
C: -2.93844 -1.84766 -1.74614  0.486
N: -2.06381 -1.42727 -1.14445  -0.432

Summary:
Charge ... +3
Lowest unoccupied orbital energy ... -12.08 eV
Energy above the lowest of the compared OMol25 structures with the same formula, charge and spin ... 7.3 kJ/mol
HOMO-LUMO gap ... 6.461 eV
Energy ... -141388.1892 eV
HOMO ... -0.681 hartree

=====

C22H27Cl2N6PtS | ωB97M-V/def2-TZVPD

Last column: natural (NBO) charge in e.
Atoms and positions in Å:
Pt: -0.12416 0.05222 0.37384  0.892
C: -2.08681 -1.43337 -2.06407  -0.667
C: -1.63940 -0.02741 -1.73827  0.016
C: -2.52081 0.85669 -1.08175  -0.038
C: -3.75115 0.32712 -0.39012  -0.649
C: -2.28098 2.23003 -1.12726  0.047
C: -3.25131 3.17492 -0.46970  -0.652
C: -1.12540 2.73664 -1.74627  -0.028
C: -0.94291 4.22629 -1.88104  -0.648
C: -0.12666 1.86190 -2.16546  0.102
C: 1.20500 2.38562 -2.63872  -0.668
C: -0.37653 0.46704 -2.18170  -0.108
C: 0.55065 -0.45398 -2.93985  -0.657
H: -1.76265 -2.16712 -1.32503  0.241
H: -1.69949 -1.74162 -3.03379  0.227
H: -3.17100 -1.48006 -2.12320  0.238
H: -4.66075 0.56040 -0.94896  0.233
H: -3.86145 0.77143 0.59880  0.229
H: -3.70695 -0.74958 -0.24876  0.222
H: -4.09525 3.39906 -1.12782  0.236
H: -2.77946 4.11669 -0.20382  0.230
H: -3.66327 2.75172 0.44379  0.226
H: -0.55116 4.66703 -0.95966  0.231
H: -1.89115 4.71285 -2.10054  0.230
H: -0.26191 4.47890 -2.68912  0.225
H: 1.24055 2.48209 -3.72725  0.231
H: 2.01843 1.72325 -2.34633  0.211
H: 1.42266 3.35985 -2.21028  0.233
H: 1.58877 -0.13178 -2.89008  0.224
H: 0.27333 -0.46762 -3.99786  0.239
H: 0.49394 -1.48086 -2.58695  0.208
N: 0.78725 1.99931 5.04367  -0.517
C: 0.26652 2.50992 4.14382  0.499
N: -0.36352 3.09660 3.14048  -0.636
C: -0.26457 2.51947 2.01410  0.667
N: -0.18112 2.01981 0.95222  -0.689
Cl: -0.03779 -4.59661 -0.52216  0.114
C: 1.39666 -3.68621 -0.67229  0.042
C: 2.54393 -4.31939 -1.08794  -0.276
C: 3.71779 -3.58212 -1.18897  -0.043
C: 3.77382 -2.22503 -0.88094  -0.263
C: 2.63054 -1.57364 -0.48829  0.023
Cl: 2.74904 0.08457 -0.09843  0.133
C: 1.36778 -2.27175 -0.36488  0.026
N: 0.20659 -1.76922 0.01264  -0.402
H: 2.52784 -5.37302 -1.32532  0.258
H: 4.62309 -4.08084 -1.51139  0.246
H: 4.70466 -1.68148 -0.95542  0.255
C: 1.83229 -1.60886 5.27405  -0.443
N: 0.91461 -0.87225 4.42078  -0.541
C: 0.34881 -1.36113 3.34834  0.370
N: 0.61311 -2.60404 2.94045  -0.782
S: -0.86104 -0.39825 2.53224  -0.092
H: 2.21038 -0.92354 6.02601  0.256
H: 2.67977 -1.99020 4.70090  0.203
H: 1.32282 -2.43470 5.77421  0.217
H: 0.75005 0.11827 4.64192  0.474
H: 1.23490 -3.20991 3.45042  0.413
H: 0.04307 -2.99411 2.20700  0.433

Summary:
Charge ... +1
Lowest unoccupied orbital energy ... -5.91 eV
Energy above the lowest of the compared OMol25 structures with the same formula, charge and spin ... 44.6 kJ/mol
HOMO-LUMO gap ... 4.934 eV
Energy ... -71312.2738 eV
HOMO ... -0.399 hartree

=====

C22H27F3N4SeSiW | ωB97M-V/def2-TZVPD

Last column: Löwdin spin population.
Atoms and positions in Å:
W: 0.47119 0.07311 -0.05259  1.653
C: 0.25558 0.64910 -2.99728  0.006
N: 0.55551 -0.55083 -2.15804  0.009
C: 1.91610 -1.06335 -2.48146  0.005
C: 2.92868 -0.12004 -1.88914  0.016
C: 4.19326 0.03708 -2.41372  -0.002
C: 5.05217 0.95627 -1.82678  0.016
C: 4.60513 1.70992 -0.75505  -0.002
C: 3.32823 1.49603 -0.27801  0.018
N: 2.50747 0.58290 -0.81831  0.015
C: -0.48575 -1.60701 -2.23798  0.011
C: -0.26024 -2.59091 -1.11211  0.013
C: -0.77426 -3.86647 -1.16358  -0.001
C: -0.51470 -4.72695 -0.10482  0.014
C: 0.26503 -4.28360 0.95078  0.000
C: 0.72672 -2.98232 0.94661  0.015
N: 0.45299 -2.13867 -0.06103  0.019
C: -0.55506 1.69164 -2.26910  0.012
C: -1.56380 2.38815 -2.89548  -0.001
C: -2.17998 3.43210 -2.21422  0.016
C: -1.76083 3.74178 -0.93242  0.003
C: -0.78463 2.96155 -0.34541  0.021
N: -0.18474 1.95267 -0.99416  0.013
H: -0.23181 0.35220 -3.92624  0.000
H: 1.21108 1.10723 -3.25340  0.000
H: 2.03536 -1.14054 -3.56385  0.000
H: 2.02422 -2.05994 -2.05745  0.001
H: 4.49814 -0.54292 -3.27501  0.000
H: 6.05385 1.09027 -2.21346  0.001
H: 5.23172 2.45336 -0.28385  0.000
H: 2.94342 2.04881 0.56684  0.002
H: -0.45753 -2.11698 -3.20385  0.002
H: -1.45979 -1.12519 -2.13023  0.002
H: -1.35640 -4.18490 -2.01826  0.000
H: -0.90437 -5.73660 -0.11624  0.001
H: 0.51283 -4.92971 1.78074  0.000
H: 1.31784 -2.59231 1.75980  0.001
H: -1.84223 2.14255 -3.91138  0.000
H: -2.97371 3.99684 -2.68608  0.001
H: -2.20097 4.55539 -0.37389  0.000
H: -0.45824 3.13361 0.67053  0.004
C: -2.28763 2.11175 3.51791  -0.003
Si: -2.68421 0.34042 3.21624  0.012
C: -1.85896 -0.85156 4.33652  0.009
C: -4.42470 -0.04359 2.76217  0.000
Se: -1.63742 0.09474 1.05167  0.053
H: -2.65299 2.43618 4.49725  -0.001
H: -2.74341 2.74886 2.75929  0.001
H: -1.20368 2.24145 3.50773  0.000
H: -2.43760 -0.95656 5.26044  0.002
H: -0.85813 -0.51241 4.59968  0.000
H: -1.79272 -1.83493 3.87079  0.001
H: -5.12630 0.38540 3.48300  0.000
H: -4.58241 -1.12292 2.74241  0.000
H: -4.66385 0.36831 1.78181  0.000
F: 2.81038 -0.32796 1.83532  0.003
C: 1.50958 0.06018 1.88514  0.011
F: 0.96942 -0.68143 2.87779  0.006
F: 1.52715 1.35072 2.35343  0.026

Summary:
Charge ... +2
Lowest unoccupied orbital energy (spin up / spin down) ... -6.81 / -6.61 eV
Energy above the lowest of the compared OMol25 structures with the same formula, charge and spin ... 0.0 kJ/mol
Spin multiplicity ... 3
HOMO-LUMO gap (spin up / spin down) ... 6.453 / 7.756 eV
Energy ... -112403.3606 eV
<S²> ... 2.03
HOMO (spin up / spin down) ... -0.487 / -0.528 hartree